A.
Here is a structure of composition C5H7N2 from OMol25. Energies are from ωB97M-V with the def2-TZVPD basis set.

Last column: Löwdin charge in e.
Element x y z (Å)
C1 -2.577 -0.076 -0.317  -0.025
C2 -1.593 -1.115 0.188  0.162
C3 1.497 -1.106 -0.194  0.158
C4 0.815 0.052 0.027  -0.271
C5 1.317 1.423 0.268  -0.039
N1 -1.734 0.854 -0.467  0.217
N2 -0.667 -0.155 0.045  0.041
H1 -3.582 0.071 -0.592  0.120
H2 -1.604 -2.165 0.366  0.136
H3 1.022 -2.054 -0.242  0.071
H4 2.573 -0.991 -0.193  0.094
H5 1.420 1.577 1.349  0.094
H6 0.700 2.292 -0.169  0.120
H7 2.412 1.394 -0.070  0.121

Calculated values
HOMO energy (alpha / beta) = -14.462 / -14.464 eV
orbital gap (alpha / beta) = 7.5 / 7.5 eV
molecular weight = 95.125 g mol⁻¹
LUMO (alpha / beta) = -6.9 / -6.9 eV
total charge = +1

B.
Here is the ion C5H7N2 with charge +1 from OMol25. Energies are from ωB97M-V with the def2-TZVPD basis set.

Last column: Löwdin charge in e.
Element x y z (Å)
N1 -1.797 0.992 0.456  0.230
C1 -0.344 0.500 0.432  -0.287
C2 0.475 0.912 1.378  0.039
C3 1.627 0.206 1.201  -0.085
N2 2.264 -0.614 0.666  0.179
C4 1.299 -1.086 -0.729  0.052
C5 0.073 -0.240 -0.836  -0.118
H1 -2.304 0.489 1.226  0.192
H2 -2.178 0.742 -0.477  0.175
H3 -1.741 1.949 0.807  0.166
H4 1.180 -1.961 -0.190  0.092
H5 2.136 -1.229 -1.338  0.108
H6 -0.786 -0.946 -0.850  0.141
H7 0.096 0.287 -1.747  0.116

Calculated values
HOMO energy = -13.720 eV
orbital gap = 9.3 eV
molecular weight = 95.125 g mol⁻¹
LUMO = -4.5 eV
total charge = +1

Going by the energies, B is most stable and the next is 0.061 eV up.

A.
Here is a cluster of 2 separate species, C2H2S3 in total from OMol25. Energies are from ωB97M-V with the def2-TZVPD basis set.

Last column: Löwdin charge in e.
Element x y z (Å)
C1 0.162 1.096 -1.364  -0.469
C2 0.013 -0.496 2.350  -1.409
S1 -0.201 -0.245 -2.214  0.702
S2 -1.202 0.366 2.768  0.724
S3 1.183 -1.434 1.859  0.674
H1 -0.346 1.920 -1.917  -0.071
H2 0.391 -1.208 -1.482  -0.150

Calculated values
HOMO energy = -8.952 eV
orbital gap = 8.8 eV
molecular weight = 122.239 g mol⁻¹
LUMO = -0.1 eV

B.
Here is a cluster of 2 separate species, C2H2S3 in total from OMol25. Energies are from ωB97M-V with the def2-TZVPD basis set.

Last column: Löwdin charge in e.
Element x y z (Å)
C1 -0.482 -1.800 -0.542  -1.392
C2 0.425 1.383 0.438  -0.652
S1 0.629 -1.580 -1.614  0.716
S2 -1.545 -2.045 0.626  0.672
S3 -1.088 1.615 -0.009  0.588
H1 1.345 1.639 -0.252  0.046
H2 0.716 0.787 1.353  0.022

Calculated values
HOMO energy = -8.832 eV
orbital gap = 8.4 eV
molecular weight = 122.239 g mol⁻¹
LUMO = -0.4 eV

Going by the energies, B is most stable and the next is 1.683 eV up.

A.
Here is the ion C10H12NO4 with charge -1 from OMol25. Energies are from ωB97M-V with the def2-TZVPD basis set.

Last column: Löwdin charge in e.
Element x y z (Å)
C1 0.622 2.088 -2.378  -0.045
C2 0.255 0.931 -1.413  -0.263
C3 1.077 0.150 -0.798  -0.041
C4 2.537 0.532 -0.494  -0.752
O1 2.575 1.275 0.507  -0.040
O2 3.440 0.110 -1.215  -0.018
C5 0.392 -1.079 -0.048  -0.339
C6 1.356 -1.929 0.822  0.000
C7 -0.094 -2.084 -1.087  -0.502
O3 0.286 -2.249 -2.204  0.140
O4 -0.950 -3.022 -0.574  0.076
N1 -0.815 -0.618 0.688  -0.161
C8 -0.546 0.138 1.932  -0.061
C9 -1.703 0.033 -0.189  -0.138
C10 -1.192 0.726 -1.218  -0.044
H1 0.413 3.126 -1.812  0.115
H2 0.073 1.999 -3.390  0.087
H3 1.706 1.984 -2.599  0.070
H4 2.375 -1.391 1.017  0.116
H5 1.596 -2.980 0.407  0.111
H6 0.779 -2.150 1.800  0.099
H7 -1.279 -2.620 0.243  0.088
H8 -1.075 1.103 1.995  0.075
H9 -0.957 -0.409 2.836  0.082
H10 0.593 0.420 1.894  0.123
H11 -2.856 0.104 -0.023  0.136
H12 -1.746 1.180 -1.998  0.085

Calculated values
HOMO energy = -4.408 eV
orbital gap = 7.6 eV
molecular weight = 210.209 g mol⁻¹
LUMO = 3.2 eV
total charge = -1

B.
Here is the ion C10H12NO4 with charge -1 from OMol25. Energies are from ωB97M-V with the def2-TZVPD basis set.

Last column: Löwdin charge in e.
Element x y z (Å)
C1 1.393 1.177 -1.654  -0.045
N1 0.139 0.565 -2.032  -0.141
C2 -0.191 0.346 -3.475  -0.042
C3 -0.713 0.237 -0.987  -0.335
O1 -1.763 -0.349 -1.399  -0.020
C4 -0.517 0.495 0.484  -0.084
C5 0.717 -0.181 1.245  -0.140
C6 1.829 0.560 1.814  -0.697
O2 1.876 1.827 1.582  -0.092
O3 2.848 -0.140 2.147  -0.097
C7 0.012 -0.910 2.458  -0.200
C8 -0.852 -2.144 2.000  0.035
C9 -1.850 -1.466 1.376  -0.037
C10 -1.651 0.021 1.397  -0.261
O4 -1.041 0.049 2.671  -0.077
H1 1.192 2.138 -1.161  0.105
H2 1.957 0.450 -1.060  0.098
H3 1.975 1.277 -2.515  0.057
H4 -0.121 1.355 -4.021  0.100
H5 0.519 -0.332 -3.988  0.083
H6 -1.149 0.018 -3.754  0.044
H7 -0.540 1.522 0.537  0.124
H8 1.204 -0.992 0.644  0.160
H9 0.600 -1.016 3.413  0.165
H10 -0.697 -3.221 2.059  0.092
H11 -2.682 -1.864 0.872  0.083
H12 -2.496 0.578 1.348  0.123

Calculated values
HOMO energy = -4.212 eV
orbital gap = 7.4 eV
molecular weight = 210.209 g mol⁻¹
LUMO = 3.2 eV
total charge = -1

Going by the energies, A is most stable and the next is 0.914 eV up.